ORCA calculation (ωB97M-V/def2-TZVPD) on a 9-piece molecular cluster, C39H102N6O15 overall at a distorted geometry.

```
162
C39H102N6O15 (ωB97M-V/def2-TZVPD)
C 31.454 -26.944 30.179
O 32.831 -26.676 30.385
C 33.126 -25.311 30.600
C 34.622 -25.224 30.157
N 35.039 -23.777 30.242
C 36.325 -23.527 30.984
C 36.206 -23.778 32.527
O 37.297 -23.097 33.082
C 37.485 -23.354 34.488
H 31.333 -27.955 29.790
H 31.150 -26.233 29.411
H 31.000 -26.650 31.126
H 33.099 -24.963 31.633
H 32.594 -24.438 30.223
H 34.704 -25.521 29.111
H 35.246 -25.882 30.761
H 35.232 -23.565 29.273
H 36.669 -22.542 30.669
H 37.072 -24.212 30.583
H 36.246 -24.827 32.818
H 35.368 -23.222 32.948
H 37.322 -24.335 34.934
H 36.851 -22.653 35.030
H 38.540 -23.214 34.724
C 32.743 -31.737 26.995
O 31.593 -32.708 26.937
C 30.631 -32.651 27.962
C 31.057 -33.383 29.306
N 31.706 -34.664 29.175
C 30.835 -35.630 28.464
C 31.410 -37.072 28.479
O 32.296 -37.170 27.419
C 32.562 -38.465 26.865
H 33.170 -31.812 25.995
H 33.516 -32.001 27.717
H 32.462 -30.687 27.069
H 29.720 -33.131 27.603
H 30.302 -31.621 27.825
H 30.240 -33.349 30.027
H 31.903 -32.747 29.566
H 32.394 -34.419 28.477
H 30.719 -35.330 27.422
H 29.840 -35.594 28.905
H 30.600 -37.737 28.179
H 31.918 -37.398 29.386
H 32.494 -39.273 27.593
H 33.550 -38.451 26.403
H 31.787 -38.621 26.115
C 37.660 -28.076 32.582
O 36.260 -28.051 32.893
C 35.446 -28.858 32.111
C 34.141 -28.865 33.032
N 33.121 -29.614 32.256
C 31.804 -29.908 32.947
C 30.928 -30.672 31.908
O 30.131 -29.915 30.965
C 28.837 -29.535 31.347
H 38.178 -27.286 33.126
H 37.856 -27.906 31.523
H 38.006 -29.099 32.725
H 35.861 -29.862 32.194
H 35.328 -28.677 31.043
H 33.924 -27.857 33.387
H 34.208 -29.518 33.903
H 32.989 -29.085 31.406
H 31.319 -28.996 33.295
H 31.995 -30.546 33.810
H 30.220 -31.284 32.468
H 31.488 -31.483 31.442
H 28.925 -28.970 32.275
H 28.209 -30.410 31.516
H 28.454 -28.808 30.631
C 21.132 -33.001 30.851
O 22.104 -32.406 29.948
C 21.490 -31.446 29.062
C 22.518 -30.595 28.293
N 23.155 -29.651 29.205
C 24.255 -28.877 28.700
C 25.092 -29.354 27.464
O 25.760 -30.701 27.619
C 26.528 -30.924 28.846
H 21.354 -32.816 31.902
H 21.026 -34.080 30.739
H 20.121 -32.642 30.657
H 20.695 -30.926 29.596
H 20.930 -31.907 28.248
H 21.958 -30.077 27.515
H 23.192 -31.284 27.784
H 23.502 -30.069 30.056
H 24.972 -28.729 29.508
H 23.778 -27.917 28.503
H 25.844 -28.564 27.472
H 24.558 -29.145 26.537
H 27.080 -31.856 28.722
H 25.849 -31.053 29.689
H 27.290 -30.152 28.952
C 38.868 -31.097 34.436
O 39.235 -32.102 35.396
C 39.893 -33.142 34.797
C 38.955 -34.348 34.882
N 38.062 -34.378 33.687
C 36.932 -35.270 33.896
C 35.930 -35.065 32.702
O 35.126 -33.877 32.901
C 34.441 -33.199 31.804
H 39.735 -30.833 33.829
H 38.535 -30.170 34.902
H 38.031 -31.388 33.801
H 40.786 -33.332 35.393
H 40.354 -32.987 33.821
H 38.338 -34.223 35.772
H 39.653 -35.182 34.957
H 37.810 -33.415 33.517
H 36.465 -34.983 34.838
H 37.175 -36.319 34.061
H 35.316 -35.961 32.608
H 36.342 -35.000 31.695
H 33.793 -33.831 31.197
H 35.147 -32.638 31.191
H 33.719 -32.467 32.165
C 27.964 -26.603 33.855
O 27.808 -25.627 32.747
C 27.620 -26.268 31.466
C 26.724 -25.361 30.639
N 26.814 -25.660 29.160
C 28.058 -25.649 28.312
C 28.716 -24.263 28.000
O 29.925 -24.560 27.282
C 30.588 -23.336 26.899
H 27.160 -27.336 33.918
H 28.007 -25.989 34.755
H 28.872 -27.164 33.632
H 27.061 -27.183 31.664
H 28.546 -26.416 30.911
H 26.987 -24.311 30.773
H 25.659 -25.424 30.864
H 26.005 -25.609 28.558
H 27.881 -26.006 27.298
H 28.825 -26.261 28.785
H 28.816 -23.605 28.863
H 27.973 -23.747 27.393
H 31.665 -23.299 27.067
H 30.188 -22.395 27.276
H 30.437 -23.265 25.822
C 32.149 -31.326 36.457
O 32.067 -31.897 37.749
H 31.566 -32.004 35.834
H 31.715 -30.327 36.503
H 33.173 -31.333 36.082
H 31.334 -31.556 38.267
C 25.903 -30.625 32.711
O 24.771 -30.170 32.052
H 26.394 -31.432 32.167
H 26.698 -29.912 32.932
H 25.608 -30.829 33.740
H 24.017 -29.982 32.615
C 40.563 -26.933 36.132
O 41.530 -27.734 36.622
H 40.108 -27.293 35.209
H 39.761 -26.674 36.823
H 40.895 -25.929 35.869
H 42.051 -27.337 37.324
```

Calculated values
* E_HOMO: -8.30 eV
* SMILES: COCCNCCOC.COCCNCCOC.COCCNCCOC.COCCNCCOC.COCCNCCOC.COCCNCCOC.CO.CO.CO
* charge: 0
* orbital gap: 8.6 eV
* F_max: 3.6 eV/Å